Computed, not measured: 8 unconnected molecules or ions with the total composition C29H64B2O18PS8, with ωB97M-V/def2-TZVPD.

Atoms and positions in Å:
S  -1.357  -1.471  -1.573
S  -5.086  0.222  3.322
S  -3.014  -1.237  -6.776
S  3.737  0.630  2.654
S  -5.303  3.540  -0.517
S  5.871  0.270  -2.571
S  3.556  -4.328  0.215
S  0.338  4.107  3.430
P  -3.338  0.998  2.833
O  -3.155  -1.122  -8.211
O  -1.507  -0.058  -1.308
O  -0.306  2.814  3.409
O  -2.772  -2.890  2.089
O  2.200  -4.718  0.523
O  4.702  1.367  3.443
O  -2.471  -2.391  -1.522
O  3.604  0.815  1.226
O  -4.286  3.275  0.481
O  -2.511  1.335  4.339
O  -1.656  -1.641  4.044
O  0.759  4.779  2.222
O  3.863  -3.169  -0.594
O  -1.764  -1.608  -6.152
O  -3.584  2.530  2.023
O  6.929  0.402  -1.593
O  5.926  -0.702  -3.641
O  -6.563  4.174  -0.188
C  -4.317  -2.296  -6.159
C  -4.551  3.434  -3.065
C  -0.512  -1.687  -3.138
C  -0.046  -2.113  -0.549
C  2.668  -1.534  3.767
C  -5.712  2.460  -2.861
C  4.422  -5.750  -0.440
C  3.536  1.396  -1.984
C  4.019  1.958  -3.322
C  0.149  5.514  5.678
C  1.631  5.337  5.343
C  2.127  0.809  3.399
C  5.508  -6.096  0.579
C  1.535  -0.593  3.357
C  0.758  -3.007  -1.484
C  3.915  -1.118  2.986
C  -2.617  -1.904  5.102
C  -4.567  4.416  -1.894
C  -5.208  -1.414  -5.286
C  5.539  1.873  -3.281
C  0.876  -2.233  -2.798
C  4.304  0.100  -1.727
C  -5.099  0.016  -5.819
C  5.015  -5.632  1.951
C  -0.646  5.243  4.400
C  1.723  4.039  4.552
C  4.474  -4.224  1.741
C  -3.612  0.266  -6.029
C  -5.643  2.032  -1.403
B  -2.352  -0.271  1.786
B  -2.261  -1.675  2.716
H  -3.877  -3.115  -5.588
H  -4.626  3.958  -4.022
H  -4.865  -2.693  -7.017
H  3.785  -0.764  -2.149
H  3.980  -1.639  2.028
H  -1.274  0.164  1.534
H  -3.095  0.394  -5.074
H  6.433  -5.566  0.326
H  -3.261  -0.981  5.362
H  2.653  3.943  3.991
H  -0.060  6.514  6.068
H  -4.807  1.348  -1.231
H  0.553  -1.267  -0.203
H  -1.569  1.444  4.041
H  -3.606  2.879  -3.068
H  2.249  5.303  6.243
H  -5.188  5.288  -2.112
H  1.258  -2.863  -3.606
H  3.702  -6.564  -0.549
H  -5.631  0.096  -6.773
H  -6.661  2.970  -3.058
H  -3.252  -2.862  4.913
H  -4.856  -1.445  -4.249
H  -6.571  1.589  -1.040
H  -4.215  2.996  2.644
H  -5.533  0.739  -5.129
H  3.679  2.985  -3.478
H  1.206  -0.831  2.339
H  -3.559  4.736  -1.624
H  2.413  -2.580  3.576
H  4.482  -0.057  -0.662
H  -0.785  6.154  3.814
H  5.286  -3.508  1.594
H  -3.715  -2.990  2.370
H  -0.138  4.793  6.451
H  5.957  2.628  -2.610
H  1.974  6.176  4.727
H  1.578  -1.402  -2.669
H  2.855  -1.433  4.842
H  -2.004  -2.138  6.071
H  0.671  -0.684  4.020
H  -2.974  -0.462  0.779
H  -1.084  -2.396  -3.740
H  2.457  1.221  -1.986
H  4.215  -6.293  2.299
H  6.001  1.947  -4.266
H  5.814  -5.647  2.696
H  1.739  -3.248  -1.066
H  -0.467  -2.649  0.302
H  -3.407  1.114  -6.683
H  1.538  1.540  2.845
H  -6.242  -1.769  -5.292
H  0.223  -3.948  -1.656
H  4.826  -1.286  3.563
H  2.272  1.145  4.429
H  -1.614  4.789  4.617
H  3.751  2.116  -1.188
H  -5.644  1.603  -3.532
H  4.848  -5.498  -1.412
H  1.584  3.172  5.202
H  5.731  -7.166  0.570
H  3.631  1.344  -4.143
H  3.821  -3.891  2.547
H  -0.452  -0.727  -3.654

Computed properties:
Energy relative to the best compared isomer or geometry (same formula, charge and spin) = 43.3 kcal per mole
Largest force on an atom = 8.80 eV/A
HOMO-LUMO gap = 6.02 eV
Total charge = -1
E_LUMO = 0.062 Ha

=====

Computed, not measured: 3 unconnected molecules or ions with the total composition C29H64N3O12P3S, with ωB97M-V/def2-TZVPD.

Atoms and positions in Å:
S  -0.844  0.900  4.402
P  6.735  -5.566  6.216
P  -3.019  -0.483  -2.142
P  -8.747  -1.422  -5.356
O  -7.367  -2.455  -5.210
O  -8.912  -1.818  -6.831
O  -6.653  1.727  -1.642
O  -7.779  -0.093  -5.262
O  8.114  -6.600  6.362
O  -3.719  -1.638  2.541
O  5.355  -4.533  6.070
O  -4.784  -0.646  -2.011
O  6.570  -5.963  4.742
O  -2.367  -2.051  -2.661
O  -10.127  -0.388  -5.502
O  7.703  -4.237  6.310
N  -4.989  2.958  -2.967
N  -2.431  -1.333  0.323
N  -2.772  0.550  -3.363
C  4.212  3.886  -2.038
C  -4.861  2.772  -0.159
C  -11.345  -1.045  -5.805
C  -5.507  2.464  -1.634
C  -2.671  1.185  0.446
C  -4.291  1.461  0.643
C  1.551  0.883  2.658
C  5.312  1.506  -1.663
C  1.037  4.099  -1.306
C  -1.667  2.524  0.441
C  4.000  2.273  -2.304
C  2.177  5.204  -0.896
C  4.137  -5.190  5.767
C  -2.172  0.509  1.895
C  5.161  -2.268  0.118
C  -2.170  -0.054  -0.502
C  -6.439  -2.507  -6.285
C  3.562  4.336  -0.568
C  -2.263  1.377  3.266
C  8.409  -4.035  7.520
C  5.844  -0.880  -0.496
C  -2.904  -0.945  1.740
C  -1.435  3.172  -1.040
C  9.042  -6.652  5.287
C  4.586  -2.051  1.654
C  -0.502  4.516  -0.882
C  0.646  1.793  3.683
C  -7.073  0.110  -4.052
C  4.717  0.336  -0.629
H  -1.018  0.248  1.772
H  9.460  -4.289  7.365
H  3.335  3.331  -0.005
H  4.521  0.833  0.435
H  -11.454  -1.946  -5.196
H  -2.403  3.478  -1.620
H  -4.973  -1.564  -2.417
H  -7.144  1.165  -3.769
H  -3.950  2.905  -3.045
H  -5.484  -2.867  -5.894
H  3.038  1.838  -1.760
H  5.294  -2.515  2.467
H  4.268  -2.565  -0.599
H  -2.200  1.331  -2.978
H  5.971  2.264  -1.057
H  5.348  4.205  -2.076
H  -6.281  -1.521  -6.730
H  -11.383  -1.303  -6.867
H  2.450  5.888  -1.826
H  9.200  -5.666  4.842
H  -1.453  -1.628  0.565
H  -4.959  0.534  0.300
H  -1.567  -2.247  -2.090
H  6.015  1.034  -2.496
H  -0.534  4.815  0.264
H  8.693  -7.358  4.530
H  6.286  -1.173  -1.561
H  8.003  -4.649  8.329
H  -12.171  -0.365  -5.586
H  -0.925  5.362  -1.583
H  3.892  2.063  -3.466
H  -5.424  2.463  -3.776
H  -0.643  2.308  0.976
H  4.449  -0.912  1.930
H  3.521  -2.564  1.725
H  1.886  5.913  -0.012
H  1.287  3.098  -0.722
H  -6.789  -3.213  -7.042
H  1.360  2.179  4.529
H  2.692  1.099  2.874
H  -4.598  1.626  1.786
H  1.074  3.819  -2.456
H  6.766  -0.559  0.181
H  8.338  -2.979  7.803
H  -3.264  1.039  3.823
H  0.224  2.759  3.128
H  -7.479  -0.504  -3.243
H  -4.108  3.658  -0.275
H  3.689  4.454  -2.937
H  1.385  -0.281  2.773
H  9.998  -7.012  5.678
H  -2.238  3.345  1.093
H  4.325  4.938  0.088
H  5.992  -3.098  0.078
H  -0.989  0.117  -0.518
H  4.028  -6.091  6.377
H  -2.344  2.537  3.143
H  -5.757  3.197  0.507
H  4.098  -5.447  4.705
H  1.381  1.154  1.512
H  -6.022  -0.144  -4.207
H  3.687  -0.100  -0.983
H  3.311  -4.509  5.987
H  -0.775  2.389  -1.654

Computed properties:
Energy relative to the best compared isomer or geometry (same formula, charge and spin) = 338.4 kcal per mole
Largest force on an atom = 10.07 eV/A
HOMO-LUMO gap = 6.13 eV
Structure (SMILES) = CCCCCCCCCCCCC[C@@]1(CCC(N)=O)[C@H](P(=N)(O)O)NC(=O)[C@@H]1CSCC.COP(=O)(OC)OC.COP(=O)(OC)OC
E_LUMO = -0.113 Ha

=====

Among the records above, which one has the highest E_LUMO?
C29H64B2O18PS8